{
  "formula": "C34H96N12O10",
  "method": "ωB97M-V with the def2-TZVPD basis set",
  "species": ["C", "O", "N", "N", "H", "H", "H", "H", "C", "O", "N", "N", "H", "H", "H", "H", "C", "C", "C", "O", "C", "N", "H", "H", "H", "H", "H", "H", "H", "H", "H", "H", "H", "C", "C", "C", "O", "C", "N", "H", "H", "H", "H", "H", "H", "H", "H", "H", "H", "H", "C", "C", "C", "O", "C", "N", "H", "H", "H", "H", "H", "H", "H", "H", "H", "H", "H", "C", "C", "C", "O", "C", "N", "H", "H", "H", "H", "H", "H", "H", "H", "H", "H", "H", "C", "C", "C", "O", "C", "N", "H", "H", "H", "H", "H", "H", "H", "H", "H", "H", "H", "C", "C", "C", "O", "C", "N", "H", "H", "H", "H", "H", "H", "H", "H", "H", "H", "H", "C", "C", "C", "O", "C", "N", "H", "H", "H", "H", "H", "H", "H", "H", "H", "H", "H", "C", "C", "C", "O", "C", "N", "H", "H", "H", "H", "H", "H", "H", "H", "H", "H", "H"],
  "positions_angstrom": [[-0.70408, 0.60757, -0.98884], [-1.75837, 1.07450, -1.26607], [-0.23843, 0.39166, 0.26619], [0.24994, 0.20195, -1.83865], [0.47515, -0.28365, 0.50034], [-0.93872, 0.69114, 0.92953], [0.15251, 0.34975, -2.83302], [1.18117, 0.24578, -1.45007], [-3.03542, 3.27822, -4.04261], [-4.23400, 3.42290, -3.63475], [-2.05579, 2.61834, -3.55992], [-2.49397, 3.70713, -5.20908], [-2.13908, 2.06238, -2.72083], [-1.15037, 2.76904, -3.98135], [-1.51479, 3.48780, -5.32393], [-3.11554, 4.13390, -5.88111], [0.58937, -2.79353, -4.16880], [1.70187, -3.69832, -3.67678], [2.82823, -2.84724, -3.11471], [3.33871, -2.01464, -4.11881], [4.59238, -1.36431, -3.88102], [1.11291, -4.57331, -2.68454], [-0.21786, -3.33612, -4.66080], [0.84518, -1.92195, -4.77131], [0.10244, -2.45982, -3.25248], [1.98208, -4.44988, -4.41485], [3.66454, -3.52217, -2.93264], [2.56444, -2.21299, -2.26839], [4.63463, -0.70293, -3.01563], [5.01964, -0.90518, -4.77251], [5.39119, -2.06708, -3.64412], [0.81123, -4.08171, -1.85544], [0.24639, -4.72025, -3.18221], [3.38738, 1.67084, -1.50421], [3.76159, 1.69632, -0.02897], [4.76876, 0.50621, 0.22102], [4.13002, -0.76923, 0.13210], [5.06460, -1.83198, -0.02131], [4.17911, 3.06462, 0.41097], [2.73566, 0.84593, -1.79211], [4.25964, 1.55920, -2.14826], [2.78019, 2.53783, -1.76450], [2.92885, 1.56919, 0.66275], [5.17163, 0.57973, 1.23116], [5.55940, 0.62852, -0.51927], [5.07753, -2.27254, 0.97561], [6.05548, -1.63165, -0.42887], [4.63231, -2.56901, -0.69806], [4.80488, 2.92558, 1.19146], [4.95595, 3.24876, -0.20765], [0.16649, -0.77458, 5.62494], [1.07713, -0.15023, 4.58585], [2.38831, -0.81583, 4.48636], [2.29507, -2.20370, 4.16949], [3.46114, -2.82380, 3.69653], [0.44559, -0.09516, 3.33046], [-0.78338, -0.24178, 5.66946], [0.59656, -0.69826, 6.62359], [-0.03615, -1.83343, 5.46411], [1.27687, 0.86508, 4.92842], [2.96784, -0.83591, 5.40931], [2.97778, -0.35271, 3.69507], [3.17935, -3.86890, 3.56822], [4.23902, -2.76227, 4.45758], [3.82528, -2.36959, 2.77501], [-0.22710, -0.84852, 3.32667], [1.05347, -0.44890, 2.60557], [-2.70558, -1.28839, 2.30760], [-4.00961, -1.95072, 2.41389], [-4.10620, -3.11333, 3.41576], [-3.22699, -4.19326, 2.97601], [-3.25407, -5.26379, 3.82152], [-4.95940, -0.94676, 2.88272], [-2.81078, -0.49219, 1.57064], [-2.02635, -2.06161, 1.94862], [-2.21819, -0.90933, 3.20585], [-4.35308, -2.28353, 1.43442], [-5.11186, -3.47218, 3.63476], [-3.84875, -2.92709, 4.45841], [-2.53958, -6.06371, 3.62721], [-4.30192, -5.55328, 3.90084], [-3.10961, -4.84682, 4.81819], [-4.98396, -0.23045, 2.17112], [-5.85593, -1.41122, 2.85779], [1.96726, -4.17979, 0.68116], [1.25845, -2.87697, 0.34253], [-0.27237, -3.11942, 0.31714], [-0.63824, -3.93841, -0.79004], [-2.00029, -4.24523, -0.64963], [1.62840, -1.88906, 1.34628], [1.47203, -4.59232, 1.56016], [3.04567, -4.13399, 0.83299], [1.81044, -4.84997, -0.16405], [1.49454, -2.62959, -0.69244], [-0.79553, -2.17152, 0.19106], [-0.59942, -3.54609, 1.26535], [-2.26191, -4.70507, 0.30336], [-2.22556, -5.07756, -1.31641], [-2.54428, -3.33811, -0.91291], [2.52043, -1.58642, 0.98188], [1.85231, -2.20239, 2.27997], [-1.47439, 2.78584, 3.61478], [-0.34886, 3.86125, 3.39276], [-0.15103, 4.68308, 4.61168], [-1.24206, 5.34515, 5.16080], [-1.28052, 5.52101, 6.60404], [0.84551, 3.10224, 2.96846], [-1.03454, 1.96168, 4.17637], [-1.74005, 2.41202, 2.62595], [-2.32837, 3.09929, 4.21524], [-0.56360, 4.63885, 2.65974], [0.49620, 5.52391, 4.36226], [0.43018, 4.04842, 5.28062], [-1.92561, 4.76348, 7.04914], [-1.83173, 6.45996, 6.65546], [-0.25962, 5.69325, 6.94494], [1.65239, 3.23305, 3.56171], [0.55573, 2.15721, 3.17593], [1.32216, 1.26169, -4.96643], [1.34918, 2.63272, -4.40245], [2.76984, 3.35124, -4.65057], [2.77530, 4.60382, -4.05970], [4.06962, 5.23620, -3.87985], [0.37568, 3.44960, -5.05742], [1.76830, 1.17843, -5.95745], [0.28865, 0.91608, -4.94361], [1.89084, 0.65628, -4.26061], [0.96172, 2.54883, -3.38711], [2.89758, 3.31118, -5.73232], [3.59849, 2.74905, -4.27801], [3.98539, 6.32230, -3.84270], [4.69813, 5.04541, -4.74972], [4.51427, 4.83201, -2.97045], [0.61348, 3.31898, -6.03030], [0.70557, 4.39017, -4.89432], [-7.08446, 1.70199, -0.56429], [-5.70985, 1.03155, -0.83432], [-5.71124, 0.08511, -2.06264], [-4.48517, -0.25910, -2.70930], [-3.85725, -1.38029, -2.17619], [-4.73164, 2.08627, -1.07591], [-7.54475, 2.19727, -1.41924], [-7.16455, 2.49347, 0.18085], [-7.77060, 0.93282, -0.20977], [-5.42772, 0.63955, 0.14283], [-6.26784, 0.53236, -2.88620], [-6.22331, -0.78908, -1.66054], [-4.28519, -2.28067, -2.61698], [-3.83615, -1.40969, -1.08678], [-2.79878, -1.43900, -2.42976], [-4.90627, 2.66976, -1.88161], [-3.91300, 1.59677, -1.40805]],
  "forces_ev_per_a": [[2.5435, -1.2017, 1.4010], [-2.5368, 0.8144, -0.4197], [-1.5471, 0.9999, 1.0091], [1.2712, -0.5330, -2.1245], [-0.1406, -0.0347, 0.2384], [0.5837, -0.2959, 0.6142], [-0.0477, -0.0082, 0.2332], [-0.2411, -0.1686, -0.4166], [-4.1298, 1.3737, -1.5800], [2.9666, -0.1982, -1.0988], [2.5778, -3.3639, 4.6730], [-2.3094, 2.1893, -2.1459], [0.1769, 0.1471, 0.1681], [-0.1029, -0.3910, 0.5791], [-0.4354, 0.5996, -1.0039], [0.5860, 0.0722, -0.0172], [-0.7121, 0.5574, 0.0416], [-0.3810, 0.6317, -0.1209], [1.4932, -0.8559, -0.8119], [0.6824, 1.7860, -1.4606], [0.2562, -1.2116, 0.3886], [0.3460, -0.4486, 0.1240], [0.1843, -0.2358, -0.3781], [0.2573, -0.1473, -0.0744], [-0.0212, 0.5481, 0.1153], [0.8885, 0.7806, -0.5739], [-0.0018, -0.3133, 1.1111], [-0.2739, -0.3381, 0.3691], [-0.6456, 0.4808, -0.0394], [-0.8986, 0.3588, -0.1541], [-0.0608, -0.8052, 0.1680], [0.0406, 0.0413, -0.2835], [-0.5825, -0.9953, 0.6578], [-0.8617, 0.1858, 0.1478], [-0.3476, -0.8523, 0.8786], [-0.8286, 1.1832, 0.5100], [0.5983, 1.1096, -1.3863], [-1.0402, -0.9047, 0.4913], [1.6336, -1.2889, -1.0852], [0.3773, -0.2908, 0.3177], [0.1678, 0.3901, 0.0080], [0.3628, 0.3206, -0.0710], [-0.5672, -0.7140, -0.4888], [0.3551, 0.2235, 0.1395], [0.2939, -0.3303, -0.0488], [0.8529, -0.4233, -0.0673], [-0.0311, 0.6932, 0.2978], [-0.1938, -0.0388, -0.0129], [-0.4700, -0.0865, 1.3116], [0.1162, 0.9269, -1.0984], [-0.1458, 0.0040, 0.7130], [-0.0921, 0.0861, 1.6417], [2.0888, -1.4062, 0.2743], [-1.3613, -0.1127, -0.4200], [-0.0095, -0.0093, 0.9252], [-1.2360, -0.4425, -1.4579], [-0.0735, 0.0144, -0.1516], [0.1340, 0.0403, 0.0485], [0.0568, -0.0207, -0.3148], [0.2409, 0.3123, 0.1613], [0.0763, 0.7907, 0.2966], [0.2344, 0.4022, -0.1106], [0.2796, 0.0427, -0.2850], [0.3104, -0.0322, 0.0312], [0.0787, -0.0430, -0.1591], [-0.5730, 0.0477, -0.1264], [0.2746, 0.4815, -0.3465], [1.7447, -0.6478, -0.6739], [-1.6204, -0.2234, 1.7040], [1.3726, -1.2811, -0.0870], [-0.1161, 1.9705, -1.8420], [-1.2558, 0.3586, 1.8996], [-0.4306, -0.2038, 0.2032], [0.3526, 0.0985, -0.0513], [0.2802, 0.3066, -0.3632], [-0.7766, 0.1577, 0.3000], [0.4132, -0.5553, -0.2329], [-0.6080, -0.2986, -1.0772], [0.8083, 1.0304, 0.0646], [-0.2022, 0.2413, -0.4074], [-0.1308, -1.1810, -0.2204], [0.6941, -0.3891, 0.6722], [-0.2063, 0.3835, 0.0376], [-0.5388, 0.3512, 0.1104], [-0.5868, -0.7477, -0.8932], [-0.8737, -1.7813, 0.9226], [0.7609, 0.6276, -0.3474], [0.2393, -0.1053, 1.6972], [-0.2439, -0.8632, -0.8817], [0.2781, 1.4315, -1.7441], [0.2226, -0.2103, 0.1466], [-0.0230, 0.4252, 0.0936], [0.0257, -0.4497, 0.1945], [0.3947, 0.9021, 0.3277], [0.0581, 0.2812, 0.1333], [-0.0394, -0.3091, 0.1440], [0.0764, 0.7171, 0.5564], [-0.0462, 0.3499, -0.6276], [-0.6292, -0.2459, 0.3177], [0.3149, 0.7565, 0.2081], [-0.7054, -0.8821, -0.0163], [0.6990, 0.8102, -0.2906], [-1.4160, -0.3872, -0.1856], [2.1438, 0.8118, 1.0413], [-1.4301, -0.7024, 0.7180], [-0.4657, 0.8694, -2.3220], [-0.4534, 0.0042, 0.2159], [0.1190, -0.0951, -0.0159], [-0.4280, -0.1127, 0.1699], [-0.0948, 0.4077, -0.4954], [-0.6011, -0.6134, -0.7104], [0.8875, -0.1511, -0.3204], [-0.2454, -0.0954, 0.9303], [0.6874, -0.3215, 0.3575], [0.0896, 0.0894, 0.5497], [-0.1660, -0.4774, 0.5841], [0.1746, 0.5818, 0.1693], [0.4403, -0.5841, -0.4856], [0.3916, -0.7176, 0.5967], [1.5064, 0.9701, 0.1528], [-0.7616, -2.0586, 1.2196], [0.1757, 1.4302, 0.0100], [-0.6499, -0.7806, -0.5955], [0.1321, 0.6961, -1.0908], [-0.1592, -0.0460, -0.0894], [-0.0317, -0.2007, -0.3772], [0.1560, -0.5180, -0.3160], [0.9787, 0.3029, 0.5912], [-0.0604, 0.6065, -0.4537], [0.0945, -0.2898, 0.3682], [-0.5034, -0.1675, 0.3218], [0.1762, -0.2793, 0.0021], [0.1935, 0.1323, -0.0105], [-0.4708, 0.1001, -0.7397], [-0.5641, 0.7052, 0.2535], [-0.5976, -0.7705, -0.3360], [0.3440, 2.8313, -0.7070], [-0.8358, -0.3982, 0.5129], [0.0090, 0.6811, 0.8550], [0.5865, -0.5627, 0.0022], [0.7381, -0.0752, 0.4932], [0.2191, -0.3704, -0.5200], [1.0193, -0.1776, 0.3451], [-0.3178, -0.1151, -0.1516], [0.1592, -0.9622, -0.2161], [-0.3524, 0.1651, 0.3513], [-0.1810, -0.7117, -0.6715], [-0.3360, -0.3444, 0.3515], [-0.4761, -0.0311, 0.2602], [0.1281, 0.5613, -0.4098], [-0.6850, 0.2071, -0.2602], [0.5440, 0.0458, 0.3277]],
  "mulliken_charge": [0.0630, -0.9881, 1.0465, 1.6707, -0.6541, -0.4129, -0.3951, -0.9179, 0.5561, -0.7927, 0.2593, -0.2975, 0.2550, 0.2323, 0.1701, 0.1935, -1.2165, 0.3943, 0.4487, -0.3983, -0.6873, -0.6822, 0.4259, 0.2402, 0.1782, 0.4314, 0.5369, -0.7455, 0.0298, 0.3093, 0.4229, 0.1422, 0.2288, -0.1977, 0.9517, -1.0671, 0.2260, -0.9064, -0.7588, -0.9375, 0.5105, 0.4373, -0.4613, 0.2064, 0.4020, 0.2058, 0.4963, 0.0480, 0.2804, 0.2967, -1.6966, 0.6314, -0.8674, -0.4406, -0.5851, 0.7065, 0.4177, 0.4428, 0.3479, 0.2199, 0.5950, 0.2383, 0.2470, 0.3971, 0.0457, -0.1571, -0.5655, -0.2459, 1.1307, -1.4544, -0.1168, -0.9391, -0.8398, 0.0045, -0.4924, 0.3457, 0.1801, 0.5319, 0.5320, 0.2357, 0.3622, 0.3499, 0.1961, 0.3483, -2.2215, 1.0466, -0.0778, -0.4671, -0.4328, 0.9616, 0.4457, 0.3342, 0.5330, -0.3412, -0.3114, 0.5824, 0.1857, 0.3456, 0.0194, -0.7703, 0.5380, -0.9305, 0.6183, -1.0224, -0.3451, -0.7007, -0.3673, 0.1873, 0.0595, 0.4941, 0.1966, 0.3105, 0.4767, 0.2373, 0.2627, 0.3368, 0.2913, -0.1893, -1.4312, 0.6330, -0.8909, -0.3845, -0.6836, -0.6642, 0.6230, 0.3331, 0.0104, 0.1080, 0.5145, 0.3796, 0.2728, 0.3491, 0.1724, 0.3169, 0.2154, -1.8238, 1.5284, -0.6135, -0.2929, -0.4665, -0.5903, 0.3986, 0.4072, 0.4196, -0.6409, 0.3386, 0.3200, 0.3749, 0.1060, 0.0518, 0.4561, -0.0175],
  "gap_ev": 7.8,
  "e_above_lowest_kcal_mol": 127.15,
  "total_energy_ev": -75163.957,
  "homo_ev": -7.618,
  "max_force_ev_per_a": 6.3,
  "smiles": "COC[C@H](C)N.COC[C@H](C)N.COC[C@H](C)N.COC[C@H](C)N.COC[C@H](C)N.COC[C@H](C)N.COC[C@H](C)N.COC[C@H](C)N.NC(N)=O.NC(N)=O"
}